(1)
The following is a quantum chemistry calculation of a structure of composition C5H6N2O2 in a non-equilibrium geometry, from the Open Molecules 2025 dataset.

Each line ends with the Mulliken charge.
Cartesian coordinates (Å):
C (0.6027, -1.3787, -0.9503)  0.77
C (0.1325, -1.8491, 0.1515)  -0.67
C (0.2172, 0.2825, 0.1901)  0.15
C (-1.3598, 1.9734, 1.2970)  0.08
C (0.7634, 0.0458, -0.9785)  -0.40
H (1.9409, -1.3987, -2.2609)  0.37
H (0.1930, -3.1339, 0.0431)  0.22
H (-0.8880, -0.7168, 1.6336)  0.25
H (0.0872, 2.3925, 0.0942)  0.26
H (-1.5840, 1.3415, 2.1470)  0.24
H (0.8043, 0.5556, -2.0391)  0.26
N (-0.0827, -0.7523, 0.9999)  -0.20
N (-0.3507, 1.4597, 0.4086)  -0.17
O (1.1444, -2.0691, -1.9669)  -0.59
O (-1.6204, 3.2476, 1.2308)  -0.56

Calculated values
Relative energy (zero: lowest compared OMol25 entry of this formula, charge and spin) in kcal/mol: 100.50
HOMO-LUMO gap in eV: 8.45
E_HOMO in eV: -8.043
Total energy in eV: -12353.2627
LUMO energy in eV: 0.41
F_max in eV/Å: 8.54

=====

(2)
The following is a quantum chemistry calculation of the ion C6H13N with charge -1 in a non-equilibrium geometry, from the Open Molecules 2025 dataset.

Each line ends with the Mulliken spin population.
Cartesian coordinates (Å):
C (1.1860, -1.1108, -1.1452)  1.37
C (-0.1749, -0.6700, -1.8688)  0.25
C (-0.9313, 0.6129, -1.1110)  0.43
C (-0.8521, 0.3730, 2.8936)  1.79
C (-0.7564, 0.8347, 1.4516)  -1.15
C (-1.1422, 0.1985, 0.3566)  0.84
N (2.1112, 0.1145, -0.9502)  0.32
H (1.7538, -1.8072, -1.7049)  -0.70
H (0.7829, -1.5990, -0.2450)  0.05
H (-0.9942, -1.3223, -1.8288)  -0.46
H (0.1214, -0.2035, -2.7840)  -0.06
H (-1.8095, 0.8726, -1.6902)  -0.15
H (-0.2427, 1.4478, -1.0430)  0.12
H (-1.9614, 0.1260, 3.0804)  -0.38
H (-0.7069, 0.9432, 3.7272)  -0.44
H (-0.0529, -0.2826, 3.0359)  -0.31
H (-0.2876, 1.7996, 1.0653)  -0.06
H (-1.3324, -0.8940, 0.5924)  -0.05
H (2.6595, -0.0283, -0.1555)  -0.28
H (2.6296, 0.5949, -1.6764)  -0.13

Calculated values
Net charge: -1
Relative energy (zero: lowest compared OMol25 entry of this formula, charge and spin) in kcal/mol: 65.02
⟨S²⟩: 0.750
HOMO-LUMO gap (alpha / beta) in eV: 2.37 / 9.45
E_HOMO (alpha / beta) in eV: 1.544 / -5.471
Multiplicity: 2
Total energy in eV: -7918.5322
LUMO energy (alpha / beta) in eV: 3.91 / 3.98
F_max in eV/Å: 4.57